{
  "formula": "C17H26N6O8TaTl",
  "method": "ωB97M-V/def2-TZVPD",
  "species": ["N", "C", "O", "Tl", "Ta", "N", "N", "C", "C", "C", "C", "C", "C", "C", "C", "H", "H", "H", "H", "H", "H", "H", "H", "H", "H", "H", "H", "H", "H", "H", "H", "H", "H", "C", "H", "H", "H", "C", "H", "H", "H", "O", "N", "O", "C", "C", "C", "C", "O", "C", "C", "N", "O", "O", "N", "O", "O", "H", "H"],
  "xyz": [[-1.6108, -0.3937, 0.9091], [-2.9165, -0.5246, 1.0930], [-3.5438, -1.6100, 1.2678], [-1.6995, -2.8183, 0.5136], [0.0258, 0.0338, 0.0004], [-0.1497, -0.9055, -1.7980], [1.5670, -0.8490, 0.9005], [-1.2539, -0.6202, -2.7840], [1.9948, -1.2202, 2.2877], [-2.2557, -1.7917, -2.7791], [-0.6770, -0.4109, -4.1970], [-1.9607, 0.6576, -2.3313], [3.0046, -2.3818, 2.2425], [2.6233, 0.0091, 2.9776], [0.7555, -1.6642, 3.0664], [-1.7633, -2.7558, -2.9672], [-3.0233, -1.6496, -3.5633], [-2.7892, -1.8333, -1.8130], [0.0979, 0.3686, -4.1863], [-1.4851, -0.0815, -4.8758], [-0.2470, -1.3302, -4.6183], [-2.3471, 0.5690, -1.2977], [-2.8312, 0.8563, -2.9823], [-1.2889, 1.5283, -2.3913], [2.5942, -3.2324, 1.6783], [3.2206, -2.7232, 3.2709], [3.9598, -2.0867, 1.7870], [3.4758, 0.3998, 2.4071], [2.9881, -0.2621, 3.9865], [1.8780, 0.8095, 3.0822], [-0.0241, -0.8882, 3.0484], [1.0264, -1.8673, 4.1213], [0.3543, -2.5994, 2.6432], [2.6757, -0.6791, -0.0729], [2.2666, -0.2494, -1.0044], [3.4569, 0.0114, 0.2846], [3.1422, -1.6416, -0.3533], [0.8424, -1.9093, -2.2578], [1.5213, -1.5012, -3.0333], [1.4512, -2.2200, -1.4007], [0.3597, -2.8065, -2.6737], [-3.2876, 6.5711, 3.0189], [-2.7927, 6.5599, 1.8408], [-2.9122, 7.6166, 1.1334], [-2.1053, 5.4292, 1.3498], [-1.9658, 4.2980, 2.1534], [-1.2525, 3.1885, 1.6859], [-0.6591, 3.1669, 0.3847], [0.0509, 2.1245, -0.0996], [-0.8269, 4.3455, -0.4034], [-1.5375, 5.4471, 0.0736], [-0.2547, 4.4212, -1.7032], [-0.4119, 5.4739, -2.4202], [0.4354, 3.4648, -2.2022], [-1.0790, 2.1350, 2.5811], [-1.6118, 2.0854, 3.7229], [-0.1615, 1.1915, 2.2974], [-2.3839, 4.2961, 3.1480], [-1.6461, 6.3342, -0.5373]],
  "nbo_charge": [-0.954, 0.881, -0.510, 1.073, 2.323, -0.749, -0.695, 0.122, 0.119, -0.617, -0.638, -0.640, -0.627, -0.633, -0.624, 0.225, 0.267, 0.164, 0.236, 0.251, 0.230, 0.182, 0.271, 0.255, 0.212, 0.255, 0.228, 0.218, 0.251, 0.235, 0.233, 0.264, 0.179, -0.440, 0.210, 0.251, 0.249, -0.443, 0.241, 0.212, 0.228, -0.326, 0.457, -0.312, 0.011, -0.049, -0.086, 0.494, -0.765, -0.053, -0.034, 0.466, -0.310, -0.363, 0.493, -0.250, -0.486, 0.302, 0.314],
  "charge": 2,
  "e_lumo_ha": -0.376,
  "mol_weight_g_mol": 827.76,
  "energy_ev": -49590.29011,
  "homo_lumo_gap_ev": 5.38,
  "homo_ev": -15.6199
}